Entry 1:
DFT (ωB97M-V/def2-TZVPD) results for 2 unconnected molecules or ions with the total composition C7H16O2.

Structure (XYZ):
```
25
Properties=species:S:1:pos:R:3:forces:R:3
C 2.1990 0.4392 1.5385 -0.1 0.0 -0.2
H -1.2504 0.3641 2.3462 0.0 0.1 0.0
H 2.9573 1.0785 1.9870 -0.1 0.1 0.1
C -1.5737 0.2487 0.2105 1.7 0.2 0.4
H 0.7872 -1.0609 -2.7099 0.0 -0.1 0.0
C 2.0714 0.7167 0.0506 -1.0 -1.0 -0.2
C 1.1525 -0.1757 -2.1943 -1.0 -0.1 0.0
O -2.3169 1.4493 0.2341 -0.3 0.3 -0.3
O 1.0577 -1.5024 -0.2014 -0.6 0.5 -0.1
H -1.4242 -1.5930 -0.8882 0.0 -0.1 -0.1
H -3.2551 1.2277 0.1891 0.1 0.0 0.0
H -0.4643 0.5933 0.0040 -2.4 -0.5 0.0
H 2.1266 0.1001 -2.5911 0.1 0.1 0.2
H -3.0834 -1.1246 -0.5092 -0.1 0.0 0.1
H 1.2451 0.5996 2.0358 0.0 0.0 0.1
H 3.0583 0.6765 -0.4177 0.0 -0.1 -0.2
C -1.5232 -0.3794 1.5994 0.1 0.0 -0.1
H -2.4941 -0.7933 1.8725 -0.1 -0.1 0.0
C 1.2212 -0.4148 -0.7058 3.3 0.2 0.2
H 1.6664 1.7059 -0.1699 -0.1 0.0 0.0
H 0.4614 0.6449 -2.3840 0.0 0.2 -0.2
H -2.2210 -0.2796 -1.7876 0.1 0.0 -0.1
H 2.4882 -0.5973 1.7034 0.0 0.0 0.0
H -0.7808 -1.1739 1.6004 0.0 -0.1 0.1
C -2.1053 -0.7497 -0.8122 0.4 0.4 0.0
```
Forces are in eV/Å.

The SMILES is CCC(C)=O.CC(C)O.

***

Entry 2:
DFT (ωB97M-V/def2-TZVPD) results for a single C7H16O2 molecule.

Structure (XYZ):
```
25
Properties=species:S:1:pos:R:3:forces:R:3
H 1.7592 1.3470 1.3745 0.0 -0.1 0.0
H 0.1432 -2.6447 0.4871 0.0 0.1 0.0
H 0.0629 -0.1701 -2.3822 -0.1 -0.1 0.1
H -1.8825 1.9315 0.9565 0.1 0.1 0.1
H 2.3808 -0.8809 0.6908 -0.2 0.1 -0.1
O 0.3076 1.7191 -0.8219 0.2 0.1 -0.1
C -1.7946 0.9801 0.4213 2.5 1.2 -0.2
H 2.4589 -0.0079 -0.8826 -0.3 0.1 0.1
H 0.2843 2.1736 1.8336 -0.1 -0.2 -0.1
H -0.0249 -1.8989 -1.9855 0.1 0.1 0.1
C -0.3635 -1.6998 0.7076 0.0 0.1 0.0
H -1.8795 1.6507 -1.3739 -0.2 -0.2 0.2
C 0.1127 -0.6170 -0.2518 5.1 -1.3 -0.6
H -1.4359 -1.8793 0.5924 0.0 0.1 0.0
H -0.1725 -1.4646 1.7557 0.0 0.0 -0.1
H 0.5262 0.4770 2.2994 0.0 0.0 0.0
C 0.0299 0.7901 0.1993 -4.9 0.7 1.1
H 2.1302 -1.7454 -0.8422 0.0 0.1 0.1
C -0.3458 -0.8985 -1.6798 -0.1 -0.1 0.1
C 0.6821 1.2075 1.5059 -0.1 0.0 -0.2
H -2.2896 0.2249 1.0312 0.4 -0.3 -0.2
H -1.4354 -0.8988 -1.7624 0.1 0.2 0.1
O -2.4455 1.0848 -0.8211 0.4 0.0 -0.1
H 1.2238 2.0213 -0.7350 -0.3 -0.1 0.0
C 1.9681 -0.8016 -0.3168 -2.8 -0.6 -0.1
```
Forces are in eV/Å.

The SMILES is CC(C)(C)[C@@](C)(O)CO.

***

Number 1: frontier orbital gap 10.5 eV, HOMO -9.62 eV. Number 2: frontier orbital gap 9.2 eV, HOMO -8.49 eV.